No. 1
Density functional theory data (ωB97M-V/def2-TZVPD) for a single C8H13IN2 molecule in a non-equilibrium geometry.

Charge = 0
Electronic energy = -19581.460 eV
ΔE to the lowest compared entry with this formula, charge and spin = 120.7 kcal/mol
E_HOMO (spin up / spin down) = -7.610 / -7.095 eV

Each line ends with the Löwdin charge.
Element x y z (Å)
C (1.346, 1.690, -1.744)  -0.50
C (2.146, 2.777, -1.282)  0.08
C (0.987, 1.335, -3.034)  -0.61
C (-0.409, -0.496, 0.650)  -0.25
C (-2.791, -1.040, -0.223)  -0.06
C (1.264, -1.192, 2.518)  -0.05
C (-1.935, -0.414, 0.933)  -0.16
C (0.397, -1.585, 1.295)  -0.18
N (1.028, 0.898, -0.631)  0.04
N (-0.011, 0.282, -0.285)  0.08
I (0.628, 2.782, -4.438)  0.81
H (2.756, 2.636, -0.472)  0.02
H (2.342, 3.719, -1.936)  0.08
H (0.491, 0.429, -3.356)  0.01
H (-2.821, -0.303, -1.044)  0.08
H (-3.811, -1.251, 0.094)  0.07
H (-2.399, -1.943, -0.494)  0.03
H (1.716, -2.149, 2.791)  0.09
H (0.712, -0.761, 3.293)  0.06
H (1.952, -0.553, 2.188)  0.02
H (-1.980, -0.973, 1.798)  0.07
H (-2.166, 0.567, 1.177)  0.08
H (-0.284, -2.327, 1.684)  0.10
H (0.840, -2.128, 0.516)  0.10


No. 2
Density functional theory data (ωB97M-V/def2-TZVPD) for a molecular structure, C8H13LaN in a non-equilibrium geometry.

Charge = -1
Electronic energy = -10848.883 eV
ΔE to the lowest compared entry with this formula, charge and spin = 51.9 kcal/mol
E_HOMO (spin up / spin down) = -2.294 / -4.248 eV

Each line ends with the Löwdin charge.
Element x y z (Å)
C (-0.378, 0.990, -1.913)  -0.29
C (1.042, 1.145, -1.680)  -0.20
C (1.220, 2.015, -0.560)  -0.18
C (-0.064, 2.395, -0.069)  -0.22
C (-1.071, 1.787, -0.908)  -0.34
La (-0.640, -0.468, 0.337)  1.70
N (-3.798, -0.279, -0.082)  -0.36
C (0.638, -2.463, -0.004)  -0.51
C (1.901, -2.291, -0.596)  -0.25
H (2.163, 2.417, -0.223)  0.08
H (1.816, 0.782, -2.334)  0.07
H (-0.262, 3.102, 0.719)  0.08
H (-2.140, 1.836, -0.783)  0.05
H (-0.849, 0.417, -2.690)  0.08
H (2.080, -1.698, -1.619)  0.05
H (0.209, -2.080, 1.222)  0.01
H (-3.619, -1.359, -0.183)  -0.26
H (2.802, -2.586, 0.031)  0.02
H (-0.178, -2.626, -0.802)  0.01
C (-0.092, -0.326, 2.799)  -0.34
H (-1.015, 0.277, 2.593)  -0.09
H (0.586, 0.278, 3.426)  -0.05
H (-0.350, -1.267, 3.321)  -0.05


No. 3
Density functional theory data (ωB97M-V/def2-TZVPD) for a single C8H13N molecule in a non-equilibrium geometry.

Charge = 0
Electronic energy = -9992.850 eV
ΔE to the lowest compared entry with this formula, charge and spin = 92.0 kcal/mol
E_HOMO = -9.075 eV

Each line ends with the Löwdin charge.
Element x y z (Å)
C (0.679, 2.658, -0.228)  0.05
C (0.484, 1.490, 0.216)  -0.17
C (0.783, -0.088, 0.094)  -0.10
C (0.596, -0.817, -1.116)  -0.18
N (1.135, -1.952, -1.379)  -0.04
C (0.796, -2.568, -2.584)  -0.19
C (-0.314, 0.536, 1.000)  -0.39
C (-0.160, 0.281, 2.621)  -0.01
C (-1.799, 0.606, 0.769)  -0.04
H (1.302, 2.889, -1.020)  0.04
H (0.165, 3.572, 0.188)  0.09
H (1.537, -0.641, 0.644)  0.14
H (-0.001, -0.375, -1.914)  0.12
H (1.787, -3.019, -2.972)  0.10
H (0.061, -3.411, -2.500)  0.08
H (0.130, -1.878, -3.183)  0.08
H (-0.651, 1.196, 3.192)  0.11
H (0.780, 0.108, 3.144)  0.06
H (-0.781, -0.546, 2.746)  0.04
H (-2.291, 1.050, 1.611)  0.07
H (-2.306, -0.364, 0.684)  0.10
H (-1.933, 1.272, -0.011)  0.06


No. 4
Density functional theory data (ωB97M-V/def2-TZVPD) for a molecular structure, C8H13N in a non-equilibrium geometry.

Charge = 0
Electronic energy = -9992.030 eV
ΔE to the lowest compared entry with this formula, charge and spin = 110.9 kcal/mol
E_HOMO (spin up / spin down) = -7.515 / -7.516 eV

Each line ends with the Löwdin charge.
Element x y z (Å)
C (-1.495, -0.077, 0.457)  -0.01
C (-0.348, 2.301, 0.351)  -0.02
C (-0.353, 0.824, 0.064)  -0.42
C (-0.166, -0.235, 1.121)  -0.31
N (-0.163, 0.016, -2.268)  0.06
C (0.502, 0.262, -1.038)  -0.29
C (0.991, -1.143, -0.230)  -0.17
C (0.351, -0.287, 2.374)  0.06
C (0.697, -2.386, -0.666)  0.00
H (-1.133, 0.288, -2.334)  0.09
H (0.405, -0.478, -2.944)  0.09
H (-1.839, -0.846, -0.223)  0.10
H (-2.279, 0.373, 1.051)  0.12
H (1.422, 0.848, -1.150)  0.14
H (1.987, -0.968, 0.166)  0.11
H (-0.909, 2.513, 1.260)  0.08
H (0.672, 2.666, 0.489)  0.08
H (-0.790, 2.857, -0.479)  0.08
H (0.255, -1.182, 2.972)  0.06
H (1.046, 0.458, 2.735)  0.06
H (-0.270, -2.618, -1.087)  0.05
H (1.419, -3.187, -0.620)  0.05


No. 5
Density functional theory data (ωB97M-V/def2-TZVPD) for 2 unconnected molecules or ions with the total composition C8H13N2O in a non-equilibrium geometry.

Charge = +1
Electronic energy = -13524.908 eV
ΔE to the lowest compared entry with this formula, charge and spin = 75.1 kcal/mol
E_HOMO = -12.806 eV

Each line ends with the Löwdin charge.
Element x y z (Å)
C (-2.528, -0.760, -0.592)  -0.05
C (-1.543, -1.765, -0.142)  0.01
C (-2.275, 0.521, -0.433)  -0.06
C (-0.432, -1.416, 0.526)  -0.05
C (2.832, -1.086, -0.609)  0.05
C (2.227, 0.112, -0.762)  -0.24
C (-1.167, 1.024, 0.405)  -0.24
C (-0.141, -0.068, 0.788)  -0.25
N (0.819, 0.134, 1.755)  0.20
N (-0.460, 2.122, -0.338)  0.08
O (0.899, 0.211, -0.830)  -0.08
H (-3.435, -0.961, -1.240)  0.14
H (-1.751, -2.847, -0.385)  0.15
H (-2.994, 1.090, -1.020)  0.13
H (0.252, -2.263, 0.722)  0.14
H (3.940, -1.271, -0.444)  0.09
H (2.465, -2.114, -0.599)  0.06
H (2.655, 1.129, -0.812)  0.14
H (-1.686, 1.235, 1.455)  0.22
H (1.227, 1.046, 1.912)  0.13
H (1.438, -0.646, 1.907)  0.12
H (-1.159, 2.856, -0.481)  0.13
H (0.565, 1.158, -1.002)  0.08
H (0.252, 2.559, 0.219)  0.10